{
  "formula": "C32H61BrN4O8P2",
  "method": "the ωB97M-V functional and the def2-TZVPD basis",
  "species": ["H", "H", "H", "H", "H", "H", "O", "H", "H", "H", "C", "N", "Br", "H", "O", "H", "O", "H", "H", "H", "H", "C", "P", "P", "C", "C", "H", "O", "H", "C", "H", "C", "H", "N", "O", "H", "C", "C", "H", "H", "C", "H", "H", "C", "C", "H", "C", "O", "C", "C", "H", "H", "C", "H", "H", "H", "H", "O", "H", "C", "C", "N", "C", "H", "H", "H", "C", "H", "C", "C", "C", "H", "C", "H", "C", "H", "H", "H", "H", "H", "C", "H", "H", "H", "C", "H", "C", "H", "C", "H", "H", "H", "H", "H", "H", "O", "C", "N", "H", "C", "H", "H", "C", "H", "H", "H", "C", "H"],
  "coordinates": [[-0.3063, -0.5187, 1.9359], [1.2322, 1.4668, -0.6191], [2.5276, 2.3978, -2.1665], [-4.5236, -5.0056, 6.4037], [2.6703, 9.6974, -1.3344], [-1.9110, 13.4611, -1.7081], [-0.1661, -6.8585, -0.5900], [-4.2689, 2.0880, 1.1018], [-2.3379, 2.0886, -0.5071], [4.1376, -6.8926, 1.8104], [-0.1511, 13.7160, -2.9345], [2.1212, 4.5169, -1.9355], [1.3175, 0.9647, 3.6672], [6.2182, -6.6003, 0.4468], [-0.0978, 15.1230, -2.7508], [-3.5050, -7.4729, 0.3904], [-3.5289, -4.9941, 6.5522], [2.8636, 11.6080, -2.9560], [-2.9974, -4.0947, 3.7896], [-1.6890, -2.9795, 4.5623], [1.8215, 3.2722, -3.7631], [1.1238, -2.7268, -2.5615], [-1.9133, -7.1960, 2.3387], [0.9599, -2.6455, -4.4766], [5.2486, -6.2594, 0.0717], [-3.5030, -9.4680, 1.5750], [-1.6245, 12.1363, -2.8610], [-3.3300, 0.9874, -1.9264], [1.8695, 0.3792, -3.1416], [1.7608, 3.1970, -2.5946], [0.9601, -2.8120, 5.1595], [-2.7080, -8.1712, 0.8879], [-0.8752, -6.8517, -1.2992], [-0.5043, -2.1321, -4.9879], [1.0936, 8.8286, -2.3196], [0.1232, 7.2868, -1.7328], [-3.1208, 1.3260, -0.5634], [0.2049, 2.6952, -2.2413], [-2.7698, 0.4320, -0.0395], [-2.6637, -6.9784, 6.0472], [-1.8349, -4.0227, 4.0506], [-0.4790, 5.9075, -1.0257], [3.8574, -6.9598, -1.0981], [0.4126, 1.2335, -1.4551], [-0.2481, -5.6451, 0.2612], [-1.0826, -1.9129, -4.1466], [1.1817, 5.6327, -2.3388], [4.7143, -7.2758, -0.7635], [0.9317, 0.0587, -2.5195], [2.3014, 10.7057, -3.2127], [-0.9139, -4.7469, 6.1166], [-0.4659, 2.5891, -3.1976], [-0.2717, -2.8070, 2.0048], [2.0633, -1.4654, 3.1163], [-0.3032, 3.4381, -1.4572], [-1.9318, -8.6409, 0.1453], [1.1805, -3.9858, -5.0126], [2.0160, -0.7000, 0.6060], [1.5807, 5.3962, -4.3021], [0.4873, -4.2917, -0.3244], [-0.2658, -1.3522, 2.7892], [0.4292, 6.4011, -1.2496], [1.0606, -1.6419, 5.2007], [2.9410, 10.0505, -3.8131], [4.7020, -5.2058, 1.8781], [2.0202, -1.8013, -5.0149], [-2.8527, -5.9052, 5.5976], [0.1823, 13.4917, -3.9521], [-1.4200, -5.1683, 5.1486], [-1.5654, 13.2190, -2.7185], [1.8253, 9.9925, -1.9642], [0.2186, -1.1078, 5.8168], [-1.0299, -5.6001, 1.7358], [2.1225, -1.4113, 5.6688], [4.3024, -5.9841, 1.2219], [-4.1366, -10.0714, 0.7877], [3.3236, -5.6638, 0.8501], [1.4515, 10.9860, -3.8435], [-4.7785, 2.7089, -0.4860], [-5.1936, 1.0634, -0.0223], [-1.0375, -4.1669, 2.5971], [-2.6374, -10.2041, 1.9254], [-1.1209, -8.8150, 4.0976], [-2.2550, 13.7057, -3.4160], [-0.6165, -8.4416, 3.0823], [-1.2524, -1.1662, 3.4325], [1.2539, -4.2150, -1.8091], [-0.5694, 0.9377, -0.8865], [-4.4121, 1.8270, 0.0495], [-0.5023, -9.3953, 2.4135], [-4.1145, -9.0941, 2.4999], [-3.5433, -6.0342, 4.6346], [0.3901, -7.9177, 3.3730], [0.0268, -0.0688, -3.2864], [5.4083, -5.3588, -0.5292], [1.9392, -5.2515, -2.3261], [0.4984, -2.8645, 0.5476], [1.0052, 5.9827, -3.6550], [1.1689, 10.6429, -1.3785], [1.1097, -1.4253, -1.7799], [3.0548, 4.7895, -2.3600], [-0.3877, 15.3110, -1.8416], [1.0871, -1.0609, 3.6675], [0.5425, 13.2435, -2.2321], [-0.6645, -5.9756, 4.7091], [-3.6334, 1.7900, -2.3846], [1.2837, -1.5474, -0.1208], [1.6878, 8.2540, -2.8322]],
  "forces_ev_per_a": [[0.18, -1.95, 1.84], [-1.76, -0.76, -1.84], [-1.62, 1.74, -1.10], [2.06, -0.22, 0.13], [0.03, 0.19, 0.08], [0.08, -0.12, -0.02], [-1.18, 2.76, 1.59], [-0.07, 0.04, -0.08], [0.02, 0.03, 0.24], [0.11, 0.10, -0.07], [-0.26, 0.07, 0.26], [-0.52, 0.75, -1.25], [-0.15, -1.36, 0.22], [-0.13, -0.08, -0.18], [0.07, 0.32, 0.24], [1.70, -1.27, 0.71], [-0.77, -1.01, -1.17], [0.00, -0.06, -0.09], [2.57, 0.00, 0.62], [-0.03, -1.93, -1.44], [0.14, -0.31, 2.03], [0.57, 2.41, 2.81], [-0.10, 0.09, 0.31], [-2.43, 0.36, -0.12], [-0.39, -0.01, -0.07], [1.32, 0.07, 0.00], [-0.06, 0.06, 0.06], [0.09, 0.08, -0.36], [-1.61, -0.70, 1.44], [-0.93, -0.55, -0.33], [-0.09, 2.28, 0.09], [-0.42, -1.14, -0.38], [1.07, 0.39, 1.30], [1.56, -0.39, 1.88], [0.16, 0.15, -0.24], [0.53, -1.10, 0.68], [-0.34, 0.30, -0.13], [0.91, -0.69, 1.04], [-0.02, 0.01, -0.22], [-0.36, 2.19, -0.62], [0.00, -0.13, -0.59], [1.57, 0.24, -0.24], [0.37, -0.14, 0.11], [0.62, 0.84, 0.18], [0.43, 3.25, 0.50], [0.43, -0.19, -0.98], [-1.10, 0.70, -3.33], [-0.16, -0.09, -0.23], [-1.55, -0.30, 0.56], [0.02, 0.22, -0.11], [-1.09, -0.54, -1.91], [1.38, 0.25, 1.88], [0.46, -2.38, -1.95], [-2.39, 0.97, 1.07], [1.14, -1.56, -1.81], [-1.56, 1.24, 1.18], [0.52, 1.03, 0.72], [-4.60, -5.09, -4.54], [-0.29, 0.44, 1.00], [-1.00, 0.59, 2.00], [-0.31, 0.31, -0.95], [0.04, -1.36, -2.68], [0.76, 0.48, -0.69], [0.04, 0.08, 0.11], [-0.09, -0.02, 0.00], [-0.32, -0.88, 0.64], [0.19, -0.01, -0.93], [0.02, 0.21, 0.14], [-1.04, -1.05, 0.00], [-0.17, -0.17, -0.10], [0.14, -0.07, -0.23], [1.62, -1.25, -1.15], [2.49, 2.91, -2.42], [-2.33, -0.39, -0.83], [-0.04, 0.07, 0.26], [1.12, 1.50, 1.62], [0.08, 0.09, 0.00], [0.08, 0.00, 0.15], [0.10, 0.01, 0.10], [0.17, 0.05, 0.05], [1.58, 0.28, -2.58], [-2.03, 1.47, -0.49], [1.11, 0.85, -2.19], [0.16, -0.09, 0.03], [-0.13, -0.54, 0.89], [2.27, -0.68, -1.29], [2.12, -3.28, -0.69], [1.93, 0.24, -1.39], [-0.15, -0.03, 0.23], [0.16, 1.98, 1.13], [0.99, -0.94, -1.84], [1.71, 0.17, 2.03], [-1.86, -1.15, -0.83], [2.10, 0.09, 1.53], [0.12, 0.13, 0.14], [-4.35, 6.58, 2.90], [-1.62, -2.78, 1.12], [0.82, -1.12, 4.71], [-0.02, -0.22, -0.05], [0.25, -3.09, -1.37], [-1.43, -0.33, 0.85], [0.16, -0.08, -0.52], [0.30, -1.31, -0.11], [0.02, -0.21, -0.09], [-1.76, 1.76, 0.78], [0.16, -0.46, 0.21], [2.14, 2.01, 2.33], [-0.42, 0.15, 0.08]],
  "mulliken_charge": [0.111, 0.315, 0.391, 0.329, 0.278, 0.336, -0.546, 0.340, -0.051, 0.258, -0.049, -0.347, -0.185, 0.302, -0.542, 0.343, -0.542, 0.350, 0.385, 0.004, 0.169, -0.225, 0.454, 0.411, -0.280, -0.890, 0.292, -0.525, 0.290, -0.573, 0.157, -0.408, 0.325, -0.723, -0.521, 0.370, 0.355, 0.066, 0.151, 0.205, -0.410, 0.283, 0.305, -0.218, -0.349, 0.251, 0.166, -0.531, -0.415, -1.060, 0.355, 0.287, 0.021, 0.372, 0.001, 0.211, 0.108, -0.539, 0.224, 0.438, -0.744, -0.480, -0.877, 0.434, 0.324, 0.091, -0.381, 0.237, -0.416, -1.043, -0.293, 0.274, 0.217, 0.381, -0.668, 0.325, 0.045, 0.220, 0.362, 0.311, -0.284, 0.226, 0.251, 0.298, -1.060, 0.421, 0.037, -0.417, -1.250, 0.374, 0.282, 0.296, 0.363, 0.345, 0.247, -0.588, 0.228, -0.594, 0.276, 0.414, 0.314, 0.314, -0.024, 0.151, 0.144, 0.305, 0.285, 0.245],
  "energy_ev": -145111.8311,
  "orbital_gap_ev": 6.484,
  "smiles": "[H]/N=C(/N)NCCCCC1=C([PH2]=N)C(=O)c2c(O)c(P(C)CC)c(CCCO)c(C[C@H](C)Br)c2C1=O.CCO.CCO.CCO.CCO"
}

{
  "formula": "C32H61F7O11PS",
  "method": "the ωB97M-V functional and the def2-TZVPD basis",
  "species": ["H", "O", "C", "F", "H", "H", "C", "H", "H", "C", "H", "C", "C", "C", "C", "H", "C", "C", "H", "P", "C", "C", "H", "H", "O", "O", "F", "H", "H", "H", "H", "O", "H", "H", "H", "C", "H", "H", "C", "O", "C", "F", "H", "F", "H", "H", "H", "C", "H", "C", "H", "H", "C", "H", "C", "H", "H", "C", "C", "H", "C", "O", "C", "C", "H", "F", "H", "H", "H", "O", "C", "H", "C", "H", "H", "H", "O", "H", "F", "H", "H", "F", "O", "H", "H", "H", "S", "H", "H", "C", "H", "H", "O", "O", "H", "C", "H", "H", "H", "H", "H", "C", "C", "H", "H", "C", "H", "C", "H", "C", "H", "H", "H"],
  "coordinates": [[4.1520, 4.2262, 2.7449], [-0.7285, 3.1338, -1.6213], [-2.6524, 1.8731, -6.6039], [-1.9598, 2.5387, -8.7750], [-2.9435, 3.4482, -3.5537], [0.0008, 1.4061, 5.8690], [0.6561, -0.1932, -3.8729], [-1.1646, 3.7162, 0.3869], [1.2379, -0.6620, -4.7054], [4.1235, 3.9661, -0.2114], [4.4175, 4.9698, 0.1872], [-5.8825, -3.5486, -0.3628], [1.5396, 3.6063, -0.6613], [-3.0133, 2.4635, -7.9625], [-0.9389, -0.7052, -2.2343], [-2.0340, -2.9868, 1.3909], [-6.1583, -5.8825, -0.3027], [0.3535, 4.0597, -1.6136], [-0.3870, 0.3192, 2.2686], [-1.7498, -1.6381, 0.9547], [-0.5647, -0.5404, 2.9708], [4.4096, -0.5258, 1.5557], [3.0120, -3.3766, 2.2314], [-7.5809, -3.7910, -1.6840], [-6.0838, -4.7548, 0.4000], [-1.6447, 1.2799, -6.3636], [-6.6924, -8.1799, -0.0180], [5.0126, 3.6011, -0.7862], [0.6795, -4.2411, 2.4148], [2.6903, 0.0756, 3.5000], [1.5210, 2.5041, -0.4748], [-0.0452, -1.9730, 1.1678], [4.8292, -1.2625, 3.5972], [-7.9460, -2.9480, -0.1876], [3.5460, 0.7281, -2.6311], [3.2653, 3.8013, 2.1994], [4.9303, -3.2306, 4.3792], [-3.0546, 0.5190, -4.4775], [4.0469, -2.9748, 2.3403], [2.9773, 0.2790, -3.2638], [2.6182, -1.0182, 3.2439], [-3.3707, -1.2904, 0.4707], [0.7412, 3.1012, 1.9618], [-5.1825, -7.3603, 1.2709], [2.3580, 3.4366, 4.1934], [4.1701, 0.5323, 1.8076], [1.3502, 4.1031, 0.3177], [-7.1881, -3.0696, -0.9648], [5.4841, -0.6125, 1.2781], [-0.5849, -0.1742, 4.4832], [-0.1035, 0.4671, -4.3656], [2.8004, 5.2194, -1.4235], [0.0493, 2.2852, 3.8573], [-0.3790, -2.5990, -0.9127], [1.1371, 2.3660, 2.7067], [-0.5313, 2.0321, 0.1472], [3.7815, -0.8111, 0.6777], [-2.5483, 2.4306, -3.5834], [3.8470, 2.9830, 0.9832], [0.1996, 3.2263, 4.4553], [0.4795, -1.6482, 2.4594], [-1.8720, -0.9541, 2.5555], [-1.1710, 2.8297, -0.3018], [-3.4448, 1.5366, -4.4161], [5.0657, -4.3564, 0.9297], [-7.2508, -6.8541, 1.5754], [3.2368, 2.1017, 0.6895], [-1.6414, 0.0947, 4.7421], [-1.4582, 0.1260, -2.7887], [1.7806, -1.2175, 2.1096], [1.6201, 0.7224, -3.0486], [5.7554, -4.2140, 3.0702], [4.7765, -3.8548, 3.4682], [4.8362, 2.5857, 1.3278], [1.5685, 1.7642, -3.4733], [5.8004, -2.7321, 0.9244], [-3.6409, 2.0831, -5.7347], [-0.4131, -0.2380, -1.3695], [-3.5130, 3.7017, -7.8597], [-5.5009, -2.8001, 0.3312], [1.3551, 0.7959, -1.9701], [-3.9374, 1.7220, -8.5884], [-1.9192, -1.6220, -1.8832], [-4.4326, 1.4758, -3.9588], [-1.4252, -0.3047, 0.4848], [1.2539, 1.3914, 2.1715], [0.3043, -3.2971, 3.3358], [2.2778, -1.5321, 4.1716], [1.3870, 0.8781, 4.8572], [4.8218, -3.2625, 1.0061], [-5.1174, -3.6979, -1.1254], [2.6504, 4.6827, 1.9003], [-6.0750, -5.9562, -1.4926], [0.0595, -1.2371, -3.1202], [-7.0466, -2.1165, -1.4748], [0.2912, 1.0825, 4.8357], [-2.2130, 2.4314, -0.3392], [-2.4690, 2.0530, -2.5689], [-1.9182, -3.4955, -0.8176], [3.1267, 3.5853, -2.1690], [4.2229, -3.0333, 0.0889], [2.5277, 2.8690, 3.2387], [-6.3241, -7.0748, 0.6334], [-0.0412, 5.0376, -1.2297], [-0.3018, -1.0282, 5.1404], [-1.4871, -2.4634, -0.7778], [-1.5462, 2.4902, -4.0069], [4.0724, -1.4607, 2.7967], [-0.9920, 2.3438, 3.4647], [2.9121, 4.1216, -1.2159], [3.2497, 2.0545, 3.4883], [4.0945, -4.6847, 3.7558], [0.8007, 4.2276, -2.6179]],
  "forces_ev_per_a": [[-0.68, -0.18, -0.55], [0.52, 0.52, 0.19], [-0.39, -0.33, 1.41], [0.22, -0.17, 0.24], [-0.09, -0.05, 0.09], [0.31, -0.32, -0.75], [0.51, 0.34, -0.04], [0.03, -0.48, -0.65], [-0.32, 0.30, 0.79], [0.05, -0.57, -0.37], [-0.28, -0.81, -0.17], [0.07, 0.90, -0.26], [-0.24, 0.88, -0.14], [-0.16, 0.54, -1.02], [-0.53, 1.02, -0.34], [-0.59, 0.78, 0.53], [0.27, 1.48, -0.18], [0.87, -0.04, 1.12], [0.58, -0.45, 1.01], [-0.04, -0.81, -2.17], [-0.50, -0.24, -0.39], [-0.13, -0.20, 0.48], [0.74, 0.73, 0.07], [0.09, 0.06, -0.05], [-0.03, -0.75, 0.17], [0.30, 0.04, -0.56], [0.00, 0.16, -0.33], [-0.67, 0.29, 0.40], [-0.14, 1.13, -0.02], [-0.24, -0.90, -0.29], [0.04, 0.91, -0.41], [0.65, 0.90, 1.72], [-0.71, -0.28, -0.52], [0.09, 0.12, 0.03], [-0.03, -0.04, 0.02], [0.46, -0.83, 0.86], [0.05, -0.58, -0.56], [0.07, 0.09, -0.19], [1.57, -0.74, 0.73], [-0.44, -0.15, 0.37], [1.83, 0.59, 0.37], [0.36, -0.31, 1.15], [0.47, -0.55, 0.55], [0.20, 0.23, -0.12], [0.18, -0.39, -0.79], [0.33, -0.79, -0.12], [0.24, -0.53, -0.62], [-0.26, -0.34, -0.05], [-0.74, 0.19, 0.14], [0.14, 0.70, -0.14], [0.25, -0.54, 0.49], [0.03, -0.96, -0.16], [1.08, 0.37, 0.28], [-0.93, -0.09, 0.15], [-0.36, 0.13, 0.28], [-0.48, 0.54, -0.18], [0.50, 0.23, 0.70], [-0.14, 0.08, -0.48], [0.64, 1.18, 0.24], [-0.25, -0.67, -0.52], [-1.91, -0.92, -3.64], [0.91, -0.83, 0.43], [-0.21, -0.45, 0.58], [0.09, -0.13, 0.86], [-0.32, 0.85, 0.18], [-0.11, 0.26, -0.06], [0.25, 0.75, 0.18], [0.81, -0.31, -0.35], [0.33, -0.70, 0.42], [-0.52, -0.11, 2.14], [0.10, 0.66, -0.92], [-0.74, 0.10, 0.58], [-0.83, 0.64, -0.31], [-0.82, 0.16, -0.30], [-0.25, -0.72, 0.38], [-0.74, -0.30, 0.23], [-0.01, 0.09, -0.81], [-0.45, -0.57, -0.21], [-0.01, 0.06, 0.28], [0.09, -0.29, 0.13], [0.15, -0.36, -0.69], [-0.09, -0.26, 0.21], [0.75, -0.15, -0.07], [-0.06, 0.10, -0.30], [-0.16, -0.27, -0.03], [-0.11, 0.74, 0.42], [0.44, 0.02, 1.20], [0.06, -0.03, -0.80], [-0.81, -0.03, 0.03], [-0.24, -0.46, -0.49], [-0.07, -0.20, 0.08], [0.22, -0.80, 0.08], [-0.10, -0.63, -0.10], [-0.25, 0.35, -0.22], [0.07, -0.02, 0.07], [-0.58, 0.24, 0.00], [0.80, 0.29, -0.16], [-0.08, -0.04, -0.11], [-0.22, 1.02, -0.21], [-0.12, 0.47, 0.53], [0.45, 0.03, 0.78], [-0.10, 0.79, -0.32], [-0.17, -0.92, 0.71], [0.38, -0.50, -0.38], [-0.17, 0.39, -0.59], [1.47, 0.39, -0.04], [0.01, -0.13, 0.10], [-1.14, 0.47, -1.63], [0.70, -0.38, 0.18], [-0.23, 0.07, 0.57], [-0.70, 0.38, -0.17], [0.77, 0.25, -0.19], [-0.86, -0.44, 0.31]],
  "mulliken_charge": [0.428, 0.027, 0.340, -0.246, 0.403, 0.407, 0.024, 0.374, 0.359, -1.144, 0.322, 0.078, 1.507, 0.839, 1.685, -0.009, 0.360, -1.358, -1.116, 2.187, 1.774, -1.016, -0.589, 0.326, -0.324, -0.486, -0.251, 0.356, 0.129, -1.024, -0.627, -0.125, 0.567, 0.329, 0.323, -1.074, 0.359, 0.338, 1.444, -0.629, 0.220, -0.525, -0.822, -0.248, 0.384, -0.293, 0.129, -1.272, 0.474, -1.210, -0.224, 0.253, -1.245, 0.157, 1.573, -0.048, 0.184, -0.623, 0.294, 0.636, 0.206, -0.786, -0.549, -0.313, 0.477, -0.254, -0.216, 0.435, -0.838, -0.285, 0.946, 0.346, -1.348, 0.619, 0.057, 0.272, -0.326, -0.283, -0.258, 0.217, -0.593, -0.264, -0.446, 0.389, -1.229, -0.265, -0.349, 0.616, 0.324, -1.604, 0.313, 0.432, -0.519, -0.515, 0.362, -0.541, 0.344, -0.083, 0.182, 0.309, 0.330, -0.571, 0.873, 0.384, 0.279, -0.673, 0.193, -0.059, 0.310, -0.915, 0.142, 0.286, 0.376],
  "energy_ev": -95841.5941,
  "orbital_gap_ev": 7.298,
  "total_charge": -1
}

What is the formula in the second record?
C32H61F7O11PS